This record from OMol25 describes C43H37ClCrN3O4P3Se3 as an isolated structure. The level of theory is ωB97M-V/def2-TZVPD.

Results
* E_tot: -322691.743 eV
* total charge: +1
* frontier orbital gap (alpha / beta): 0.2562 / 0.2488 Eh
* E_HOMO (alpha / beta): -10.40 / -10.37 eV
* 2S+1: 4
* lowest unoccupied orbital energy (alpha / beta): -3.425 / -3.604 eV

Each line ends with the Mulliken charge.
CARTESIAN COORDINATES (ANGSTROEM)
Cr (-1.3972, -0.3511, 0.6442)  1.957
C (0.8337, -3.3995, 0.3917)  -1.473
N (1.3541, -2.0706, -0.0732)  0.852
P (2.0632, -1.0956, 1.1318)  1.172
C (3.5885, -0.4501, 0.4518)  1.238
C (4.0818, 0.7768, 0.8949)  -0.770
C (5.3165, 1.2211, 0.4423)  -0.784
C (6.0544, 0.4481, -0.4457)  -0.588
C (5.5633, -0.7743, -0.8852)  -1.101
C (4.3319, -1.2238, -0.4378)  -0.546
C (2.4935, -2.1532, 2.5104)  0.720
C (1.7873, -2.0487, 3.7077)  -0.276
C (2.1427, -2.8523, 4.7854)  -0.894
C (3.1923, -3.7488, 4.6643)  -0.534
C (3.8997, -3.8514, 3.4692)  -0.809
C (3.5586, -3.0518, 2.3942)  -0.420
P (0.2226, -1.1043, -0.9907)  -0.224
C (-0.3171, -2.1282, -2.3816)  1.216
C (0.3722, -3.2281, -2.8822)  -0.184
C (-0.1008, -3.8817, -4.0124)  -0.966
C (-1.2499, -3.4318, -4.6502)  -0.694
C (-1.9293, -2.3231, -4.1635)  -0.688
C (-1.4674, -1.6754, -3.0282)  -0.732
C (1.3228, 0.0851, -1.8145)  0.827
C (2.3523, -0.4356, -2.6029)  -0.607
C (3.1850, 0.4109, -3.3094)  -0.743
C (2.9874, 1.7880, -3.2507)  -0.728
C (1.9626, 2.3082, -2.4777)  -0.607
C (1.1320, 1.4582, -1.7542)  0.330
H (1.6718, -4.0409, 0.6442)  0.416
H (0.3012, -3.8621, -0.4311)  0.491
H (0.1726, -3.3298, 1.2502)  0.295
H (3.5086, 1.3871, 1.5814)  0.388
H (5.7003, 2.1742, 0.7821)  0.459
H (7.0140, 0.8017, -0.8021)  0.429
H (6.1369, -1.3746, -1.5809)  0.445
H (3.9400, -2.1707, -0.7953)  0.484
H (0.9655, -1.3510, 3.7974)  0.154
H (1.5962, -2.7724, 5.7166)  0.468
H (3.4701, -4.3707, 5.5058)  0.403
H (4.7235, -4.5485, 3.3822)  0.438
H (4.1273, -3.1200, 1.4748)  0.409
H (1.2779, -3.5771, -2.3998)  0.318
H (0.4335, -4.7402, -4.3996)  0.480
H (-1.6130, -3.9441, -5.5321)  0.429
H (-2.8214, -1.9680, -4.6631)  0.493
H (-2.0036, -0.8135, -2.6442)  0.362
H (2.5055, -1.5070, -2.6646)  0.305
H (3.9828, -0.0006, -3.9151)  0.445
H (3.6345, 2.4504, -3.8135)  0.440
H (1.8005, 3.3761, -2.4249)  0.455
H (0.3444, 1.8740, -1.1483)  -0.321
Se (0.7011, 0.5066, 1.7216)  -0.436
P (-1.3787, 3.1858, 1.3048)  -0.451
Se (-2.1708, 1.7693, -0.2862)  -0.794
C (-2.8864, 4.1620, 1.6492)  0.759
C (-2.8590, 4.8951, 2.8369)  -0.617
C (-3.9269, 5.7094, 3.1880)  -0.622
C (-5.0396, 5.7871, 2.3631)  -0.467
C (-5.0850, 5.0485, 1.1890)  -0.811
C (-4.0141, 4.2393, 0.8325)  -0.102
C (-0.3718, 4.3821, 0.3405)  0.618
C (0.9595, 4.5357, 0.7184)  -0.204
C (1.7740, 5.4742, 0.0893)  -0.667
C (1.2589, 6.2647, -0.9254)  -0.499
C (-0.0675, 6.1080, -1.3241)  -0.715
C (-0.8761, 5.1732, -0.6959)  -0.286
H (-1.9981, 4.8257, 3.4923)  0.390
H (-3.8949, 6.2736, 4.1111)  0.400
H (-5.8743, 6.4190, 2.6376)  0.390
H (-5.9563, 5.1035, 0.5476)  0.412
H (-4.0633, 3.6611, -0.0817)  0.332
H (1.3574, 3.9267, 1.5243)  0.316
H (2.8056, 5.5910, 0.3989)  0.419
H (1.8851, 7.0061, -1.4071)  0.397
H (-0.4712, 6.7269, -2.1165)  0.411
H (-1.9112, 5.0678, -1.0029)  0.379
O (-1.7540, -1.2677, 4.3709)  -0.624
Cl (-2.2954, -1.3111, 3.0637)  1.792
O (-2.3822, 0.0764, 2.4663)  -0.570
O (-3.5567, -1.9649, 3.0037)  -0.620
O (-1.3270, -1.9504, 2.1015)  -0.592
Se (-4.6672, -0.2249, 0.3665)  0.404
N (-3.1778, -1.1896, -0.0095)  0.078
C (-3.5882, -2.3941, -0.4165)  0.541
C (-2.7542, -3.5136, -0.7058)  0.351
C (-3.3293, -4.6685, -1.1164)  -0.585
C (-4.7500, -4.8066, -1.2689)  -0.737
C (-5.5788, -3.7814, -0.9760)  -0.761
C (-5.0127, -2.5488, -0.5173)  0.391
N (-5.7345, -1.5033, -0.1387)  -0.799
H (-1.6876, -3.4407, -0.5887)  0.183
H (-2.6972, -5.5229, -1.3288)  0.476
H (-5.1557, -5.7526, -1.6048)  0.413
H (-6.6541, -3.8666, -1.0542)  0.484


This record from OMol25 describes C43H38CaN10O3S4 as an isolated structure at a distorted geometry. The level of theory is ωB97M-V/def2-TZVPD.

Results
* E_tot: -128033.334 eV
* ΔE to the lowest compared entry with this formula, charge and spin: 136.8 kJ/mol
* total charge: -2
* frontier orbital gap: 0.1999 Eh
* E_HOMO: -2.02 eV
* 2S+1: 1
* lowest unoccupied orbital energy: 3.422 eV

Each line ends with the Mulliken charge.
CARTESIAN COORDINATES (ANGSTROEM)
Ca (1.5063, 0.3809, 0.2959)  1.489
C (-6.0519, -3.5504, -1.7054)  -0.958
O (-5.8451, -2.2342, -1.2418)  -0.380
C (-5.5412, -2.0853, 0.0854)  0.879
C (-5.5265, -3.1181, 1.0101)  -0.511
C (-5.2191, -2.8463, 2.3430)  -0.636
C (-4.8928, -1.5704, 2.7615)  -0.162
C (-4.9153, -0.5374, 1.8153)  -0.037
C (-5.2401, -0.7891, 0.5010)  -0.271
N (-4.7093, -1.3179, 4.1614)  -0.735
N (-3.8256, -0.5260, 4.5642)  -0.459
C (-2.7575, -0.1019, 3.7568)  -0.369
C (-2.3955, 1.2237, 3.9137)  -0.571
C (-1.5465, 1.8710, 3.0274)  -0.784
C (-0.9560, 1.1998, 1.9456)  0.302
O (-0.1861, 1.7840, 1.1063)  -0.457
C (-1.2051, -0.2437, 1.8619)  0.030
N (-0.5390, -0.9192, 0.8911)  0.531
C (-0.6532, -2.2280, 0.8320)  -0.769
C (-1.3718, -2.9607, 1.7925)  -1.442
C (-2.0451, -2.2913, 2.7728)  -0.680
C (-2.0456, -0.8812, 2.7910)  1.670
H (-6.2426, -3.4739, -2.7729)  0.228
H (-6.9131, -4.0181, -1.2184)  0.358
H (-5.1694, -4.1754, -1.5440)  0.395
H (-5.7413, -4.1350, 0.7160)  0.400
H (-5.2013, -3.6522, 3.0674)  0.351
H (-4.6628, 0.4690, 2.1238)  0.377
H (-5.2417, 0.0084, -0.2320)  0.409
H (-2.8718, 1.7734, 4.7189)  0.376
H (-1.3042, 2.9188, 3.1553)  0.368
H (-0.1129, -2.7247, 0.0328)  0.488
H (-1.3601, -4.0421, 1.7600)  0.492
H (-2.5543, -2.8365, 3.5581)  0.630
S (3.9328, -1.8834, 0.6620)  -0.677
C (3.1695, -2.9386, -0.4615)  0.918
S (1.9265, -2.3290, -1.4766)  -0.571
C (3.5589, -4.2887, -0.5558)  0.288
C (4.7057, -4.8060, 0.1174)  0.003
N (5.6525, -5.2615, 0.6001)  -0.685
C (2.8463, -5.2339, -1.3518)  0.017
N (2.2806, -6.0392, -1.9595)  -0.689
N (5.0562, -0.7961, -1.1647)  -0.277
C (4.7230, 0.1868, -2.0210)  0.006
N (3.7616, 1.0360, -1.8393)  0.659
C (3.7010, 1.9579, -2.8584)  -0.722
C (4.6191, 1.8296, -3.8445)  -0.467
S (5.6421, 0.4744, -3.5024)  -0.369
C (2.6283, 2.9561, -2.7748)  -0.650
C (2.4430, 4.0474, -3.5520)  -0.346
S (0.9787, 4.8452, -3.0760)  -0.371
C (0.7438, 3.6080, -1.8404)  -0.144
N (1.6818, 2.7176, -1.8254)  1.167
N (-0.3117, 3.6626, -1.0056)  -0.136
H (4.3870, -1.0379, -0.4150)  -0.131
H (5.6783, -1.5225, -1.4683)  0.254
H (4.7392, 2.4082, -4.7451)  0.437
H (3.0512, 4.4287, -4.3546)  0.482
H (-1.0048, 4.3750, -1.1246)  0.166
H (-0.4018, 2.9895, -0.2347)  0.150
C (4.5969, 1.7824, 1.4599)  -1.177
N (3.3415, 2.4863, 1.2313)  1.473
C (3.5724, 3.7109, 0.4941)  -1.405
C (2.6550, 2.7844, 2.4926)  -1.942
C (2.3009, 1.5596, 3.3107)  1.521
C (2.3096, 1.6732, 4.7000)  -0.702
C (1.9314, 0.5966, 5.4925)  -0.769
C (1.5841, -0.5993, 4.8750)  -0.750
C (1.6089, -0.6905, 3.4843)  -0.782
C (1.9438, 0.3817, 2.6367)  -0.181
H (5.2886, 2.3882, 2.0731)  0.282
H (5.0701, 1.5652, 0.5007)  0.306
H (4.4057, 0.8395, 1.9676)  0.235
H (4.2247, 4.4071, 1.0531)  0.374
H (2.6238, 4.2131, 0.2968)  0.213
H (4.0489, 3.4835, -0.4603)  0.231
H (1.7352, 3.3214, 2.2331)  0.423
H (3.2725, 3.4700, 3.1056)  0.364
H (2.6084, 2.6080, 5.1726)  0.322
H (1.9149, 0.6871, 6.5736)  0.322
H (1.3042, -1.4599, 5.4768)  0.375
H (1.3602, -1.6574, 3.0451)  0.328
C (0.9151, 0.0950, -3.7359)  -0.938
C (-0.3421, 0.3177, -2.9439)  0.674
O (-0.3247, 0.5773, -1.7600)  -0.185
C (-1.6764, 0.2285, -3.6351)  0.086
C (-1.8023, 0.2934, -5.0166)  -0.438
C (-3.0578, 0.2328, -5.6077)  -0.749
C (-4.1897, 0.0869, -4.8186)  -0.573
C (-4.0671, 0.0059, -3.4357)  -0.335
C (-2.8154, 0.0857, -2.8477)  -0.088
H (1.7418, -0.0881, -3.0533)  -0.463
H (1.1315, 0.9912, -4.3282)  0.460
H (0.8107, -0.7541, -4.4124)  0.540
H (-0.9193, 0.3990, -5.6346)  0.390
H (-3.1517, 0.2912, -6.6851)  0.378
H (-5.1681, 0.0318, -5.2808)  0.389
H (-4.9484, -0.1268, -2.8205)  0.289
H (-2.6893, 0.0251, -1.7731)  0.639